The following is a quantum chemistry calculation of 2 unconnected molecules or ions with the total composition C10H20Si at a distorted geometry, from OMol25.

Values from the calculation:
F_max: 4.70 eV/Å
highest occupied orbital energy (alpha / beta): -6.60 / -6.88 eV
DFT total energy: -18566.7537 eV
energy relative to the best compared isomer or geometry (same formula, charge and spin): 400.95 kJ/mol
spin multiplicity: 1
LUMO (alpha / beta): 0.70 / 0.31 eV
net charge: 0

Last column: Löwdin charge in e.
Atoms and positions in Å:
C: 3.3433 2.1229 0.3301  0.041
C: 2.7791 1.1259 -0.0626  -0.250
C: -3.1840 0.1888 -0.4916  -0.060
C: -1.5084 -1.5999 0.4886  -0.067
C: -0.4198 1.8221 -1.0691  -0.117
C: -0.8963 1.2107 1.5057  -0.079
C: 1.9919 -1.3902 -1.6471  -0.228
C: 2.2706 -1.6352 1.3895  -0.201
C: -1.7429 -0.2616 -0.3160  -0.422
C: -0.8385 0.8910 0.0407  -0.327
Si: 1.8512 -0.4348 -0.0374  0.679
H: 3.6981 3.0478 0.6847  0.013
H: -3.2224 1.0007 -1.1122  0.033
H: -3.9313 -0.4556 -0.9270  0.077
H: -3.5021 0.6744 0.4871  0.108
H: -2.3224 -1.6556 1.1529  0.055
H: -0.5335 -1.6936 0.8760  0.025
H: -1.7330 -2.4110 -0.1582  0.063
H: -1.0328 2.8501 -1.2361  0.118
H: 0.5491 2.2377 -0.8103  0.032
H: -0.5323 1.4488 -2.0822  0.069
H: -1.7036 1.8561 1.6702  0.058
H: -1.1649 0.3971 2.1548  0.081
H: -0.0583 1.7628 1.7971  0.058
H: 1.4867 -1.0364 -2.5112  0.000
H: 3.0382 -1.3110 -2.0839  0.055
H: 1.5678 -2.3583 -1.6421  0.005
H: 1.8216 -2.6145 1.1690  0.035
H: 3.2832 -1.8483 1.4598  -0.005
H: 1.9140 -1.2461 2.3003  0.004
H: -1.2685 -0.6846 -1.3195  0.146

=====

The following is a quantum chemistry calculation of 2 unconnected molecules or ions with the total composition CH3NO4S at a distorted geometry, from OMol25.

Values from the calculation:
F_max: 3.19 eV/Å
highest occupied orbital energy (alpha / beta): 1.97 / 1.96 eV
DFT total energy: -21597.3146 eV
energy relative to the best compared isomer or geometry (same formula, charge and spin): 15.88 kJ/mol
spin multiplicity: 1
LUMO (alpha / beta): 6.36 / 6.35 eV
net charge: -2

Last column: Löwdin charge in e.
Atoms and positions in Å:
C: -0.1931 -0.4959 -0.0215  -0.194
N: 3.2142 0.6594 1.8060  -0.377
O: 3.5808 0.2513 2.9816  -0.585
O: -1.3397 1.7177 -0.9860  -0.429
O: -1.2020 -0.2537 -2.4577  -0.442
O: -2.8584 -0.2140 -0.6199  -0.491
S: -1.5001 0.2578 -1.1151  0.363
H: -0.1543 -1.6465 0.0828  0.061
H: -0.1290 -0.0768 1.0618  0.075
H: 0.5815 -0.1992 -0.7320  0.020

=====

The following is a quantum chemistry calculation of a molecular structure, C21H26BBrIN6V, from OMol25.

Values from the calculation:
F_max: 0.68 eV/Å
highest occupied orbital energy (alpha / beta): -16.67 / -16.67 eV
DFT total energy: -135620.9981 eV
expectation value of S²: 0.834
energy relative to the best compared isomer or geometry (same formula, charge and spin): 0.23 kJ/mol
spin multiplicity: 2
LUMO (alpha / beta): -12.33 / -11.29 eV
net charge: +3

Last column: Löwdin spin population.
Atoms and positions in Å:
V: -0.3973 -0.1210 0.0820  1.242
C: -2.6908 -2.6593 0.2363  0.001
C: -1.2386 -2.9616 0.1050  0.000
C: -0.5987 -4.1575 0.0302  -0.016
C: 0.7901 -3.8922 -0.0858  -0.024
C: 1.9073 -4.8616 -0.1970  -0.005
N: 0.9679 -2.5756 -0.0799  0.006
N: -0.2605 -1.9618 0.0361  -0.059
B: 2.2119 -1.6414 -0.1707  0.002
N: 1.9336 -0.6947 -1.3719  0.006
N: 0.7703 0.0475 -1.3545  -0.051
C: 0.7317 0.8064 -2.5258  0.002
C: -0.3730 1.7429 -2.8718  0.003
C: 1.8600 0.5227 -3.2350  -0.014
C: 2.6000 -0.4234 -2.4932  -0.021
C: 3.8992 -1.0516 -2.8384  -0.004
N: 2.1472 -0.7391 1.0937  0.005
N: 1.0008 0.0008 1.2980  -0.052
C: 1.1617 0.7186 2.4853  0.002
C: 0.1316 1.6389 3.0410  0.003
C: 2.3914 0.4124 2.9844  -0.014
C: 2.9931 -0.5059 2.0963  -0.022
C: 4.3289 -1.1436 2.1966  -0.004
H: -3.2522 -3.5898 0.2760  0.000
H: -2.9070 -2.1127 1.1568  0.000
H: -3.0631 -2.0932 -0.6199  0.000
H: -1.0558 -5.1341 0.0541  -0.001
H: 1.5256 -5.8783 -0.1813  0.000
H: 2.4624 -4.7100 -1.1251  -0.002
H: 2.6116 -4.7390 0.6283  -0.002
H: 3.2355 -2.2326 -0.2705  0.000
H: -1.1695 1.7602 -2.1313  0.002
H: 0.0214 2.7538 -2.9766  0.000
H: -0.8082 1.4607 -3.8306  0.000
H: 2.1433 0.9390 -4.1889  0.000
H: 4.2598 -0.6669 -3.7880  0.000
H: 4.6481 -0.8469 -2.0708  -0.002
H: 3.7991 -2.1359 -2.9172  -0.002
H: -0.7723 1.6878 2.4379  0.002
H: -0.1478 1.3176 4.0444  0.000
H: 0.5421 2.6454 3.1222  0.000
H: 2.8322 0.7960 3.8913  0.000
H: 4.8456 -0.7917 3.0848  0.000
H: 4.2387 -2.2302 2.2536  -0.002
H: 4.9390 -0.9115 1.3215  -0.002
Br: -6.2381 1.3591 0.8833  -0.001
C: -5.2937 2.9423 0.5301  0.002
C: -5.9721 4.1531 0.5076  0.001
C: -5.2926 5.3358 0.2490  -0.002
C: -3.9259 5.3372 0.0083  0.000
C: -3.2175 4.1464 0.0224  0.000
C: -3.9320 2.9940 0.2836  0.011
I: -2.8923 1.1244 0.3062  0.006
H: -7.0372 4.1546 0.6954  0.000
H: -5.8417 6.2676 0.2366  0.000
H: -3.4007 6.2613 -0.1917  0.000
H: -2.1527 4.1371 -0.1619  0.000

=====

The following is a quantum chemistry calculation of a molecular structure, C7H15Cl12HgO at a distorted geometry, from OMol25.

Values from the calculation:
F_max: 2.67 eV/Å
highest occupied orbital energy: -13.07 eV
DFT total energy: -163982.6014 eV
energy relative to the best compared isomer or geometry (same formula, charge and spin): 116.79 kJ/mol
spin multiplicity: 1
LUMO: -8.31 eV
net charge: +1

Last column: Löwdin charge in e.
Atoms and positions in Å:
Hg: -3.3573 -0.8052 1.6468  1.208
C: -0.4735 0.0236 -0.0132  -0.224
O: -1.3198 -0.5418 0.9008  -0.448
H: 0.2254 -0.7481 -0.3734  0.085
H: -0.9713 0.2834 -0.9623  0.074
H: 0.1041 0.9060 0.2754  0.066
C: -0.0982 3.9915 -1.8730  -1.024
Cl: -0.3113 5.5856 -1.1705  0.532
Cl: -1.4365 3.4260 -2.9092  0.518
H: 0.8277 3.9866 -2.4403  0.034
H: 0.0185 3.2357 -1.1007  -0.003
C: -0.6911 -3.9046 -0.0223  -1.045
Cl: -2.4422 -4.0449 0.2171  0.495
Cl: 0.1443 -5.3486 0.5171  0.569
H: -0.5035 -3.8132 -1.0860  -0.016
H: -0.3729 -3.0445 0.5570  -0.004
C: 1.6587 -0.9785 2.5380  -1.026
Cl: 2.1084 -0.5360 4.1792  0.551
Cl: 3.1005 -1.1797 1.5268  0.584
H: 1.0553 -1.8803 2.5241  0.029
H: 1.1109 -0.1418 2.1154  -0.026
C: -3.6454 0.6334 -1.8302  -0.972
Cl: -3.7386 -1.1096 -1.5408  0.513
Cl: -4.0772 1.4528 -0.3268  0.519
H: -2.6490 0.8619 -2.1948  -0.011
H: -4.3953 0.9143 -2.5637  0.045
C: 2.6910 -2.8080 -1.3377  -1.084
Cl: 4.2588 -2.5113 -2.0499  0.554
Cl: 1.4635 -2.6153 -2.5815  0.534
H: 2.6938 -3.7801 -0.8548  0.030
H: 2.4801 -2.0100 -0.6304  -0.087
C: 1.4091 3.1884 2.1509  -1.034
Cl: 0.0079 2.7966 3.1222  0.521
Cl: 1.4361 4.9016 1.6729  0.517
H: 2.3038 2.9513 2.7167  0.033
H: 1.3853 2.6626 1.2011  -0.005

=====

The following is a quantum chemistry calculation of C7H7NS5 in the gas phase at a distorted geometry, from OMol25.

Values from the calculation:
F_max: 2.75 eV/Å
highest occupied orbital energy: -8.39 eV
DFT total energy: -63039.2656 eV
energy relative to the best compared isomer or geometry (same formula, charge and spin): 58.10 kJ/mol
spin multiplicity: 1
LUMO: 0.18 eV
net charge: 0
SMILES: Cc1cc(N)c2c(c1)SSSSS2

Last column: Löwdin charge in e.
Atoms and positions in Å:
C: 2.6405 1.0687 -1.4367  -0.028
C: 1.3702 0.5390 -0.7345  -0.276
C: 1.3424 -0.6153 -0.0184  -0.032
C: 0.2603 -1.1486 0.6482  -0.343
C: -0.9569 -0.4043 0.5671  -0.499
C: -0.9419 0.7795 -0.1737  -0.581
C: 0.2068 1.2698 -0.7614  -0.138
H: 2.9976 2.0282 -0.9790  0.098
H: 3.3097 0.2593 -1.4750  0.049
H: 2.3907 1.4128 -2.4523  0.081
H: 2.2943 -1.1636 0.0839  0.129
H: -0.3429 -2.7268 1.8501  0.045
H: 1.1258 -2.9711 1.0781  0.092
H: 0.2864 2.3046 -1.2514  0.136
N: 0.4948 -2.2747 1.4492  0.068
S: -2.2004 -1.1949 1.6414  0.491
S: -3.7320 -1.2664 0.3938  0.086
S: -4.8393 0.4575 0.8224  0.005
S: -3.3691 1.7554 1.2901  0.073
S: -2.3369 1.8907 -0.5421  0.542

=====

The following is a quantum chemistry calculation of a molecular structure, C3H3LiO3Tl at a distorted geometry, from OMol25.

Values from the calculation:
F_max: 9.72 eV/Å
highest occupied orbital energy (alpha / beta): -16.64 / -18.45 eV
DFT total energy: -14175.5928 eV
expectation value of S²: 1.761
energy relative to the best compared isomer or geometry (same formula, charge and spin): 835.10 kJ/mol
spin multiplicity: 2
LUMO (alpha / beta): -7.76 / -11.12 eV
net charge: +2

Last column: Löwdin spin population.
Atoms and positions in Å:
C: -2.1376 0.4266 0.0883  0.563
C: -0.8142 -0.2737 0.0536  0.147
O: 0.2024 0.6157 0.5073  0.049
O: -3.1781 0.0204 -0.3118  0.261
H: -0.6289 -0.6026 -0.9809  0.006
H: -0.8854 -1.1635 0.6989  0.003
O: 1.7036 -0.9639 0.0637  0.085
C: 1.4556 0.1982 0.4853  0.282
Li: -5.1264 0.2629 -0.4836  -0.161
Tl: 3.4093 -0.1270 0.5738  0.586
H: -6.4399 0.0578 0.6322  -0.820

=====

Which value of net charge does entry 6 give?
+2

=====

Among the records above, which one has the highest DFT total energy?
C3H3LiO3Tl